Entry 1:
An isolated molecule of C17H20N2S at a distorted geometry. Source: OMol25; level of theory: wB97M-V/def2-TZVPD.

energy above the lowest of the compared OMol25 structures with the same formula, charge and spin = 1.899 eV
SMILES = C=CCNCc1ccccc1Sc1ccc(C)cc1N
E_HOMO = -7.620 eV
Kohn-Sham gap = 8.4 eV
DFT total energy = -1167.45035 Eh

Each line ends with the Mulliken charge.
Geometry (Å):
C  3.016  1.503  0.595  -0.41
C  3.511  2.474  -0.228  -0.01
C  2.744  3.071  -1.401  -0.79
N  1.470  2.452  -1.672  -0.31
C  0.308  2.992  -0.982  -0.89
C  -0.824  2.077  -1.351  0.00
C  -1.487  2.414  -2.533  -0.61
C  -2.667  1.708  -2.915  -0.49
C  -3.127  0.643  -2.140  -0.75
C  -2.501  0.371  -0.909  -0.07
C  -1.370  1.064  -0.491  0.64
S  -0.650  0.796  1.082  -0.53
C  -0.429  -0.970  1.224  0.60
C  -0.177  -1.713  0.093  -0.52
C  -0.108  -3.110  0.186  -0.99
C  -0.242  -3.765  1.428  0.79
C  -0.091  -5.220  1.449  -1.51
C  -0.520  -3.006  2.560  -0.81
C  -0.552  -1.647  2.470  0.84
N  -0.771  -0.921  3.645  -0.51
H  3.655  1.122  1.390  0.27
H  2.049  1.039  0.503  -0.26
H  4.516  2.801  -0.102  0.40
H  3.395  2.935  -2.296  0.37
H  2.608  4.114  -1.242  0.41
H  1.531  1.449  -1.518  0.18
H  0.138  4.033  -1.302  0.47
H  0.446  3.028  0.090  0.52
H  -1.104  3.209  -3.164  0.44
H  -3.067  1.939  -3.913  0.33
H  -3.958  0.159  -2.564  0.44
H  -2.861  -0.464  -0.263  0.39
H  0.009  -1.230  -0.906  0.28
H  0.117  -3.665  -0.708  0.36
H  -0.648  -5.643  2.273  0.40
H  0.959  -5.431  1.619  0.28
H  -0.433  -5.669  0.512  0.38
H  -0.602  -3.518  3.524  0.27
H  -1.097  -1.412  4.451  0.21
H  -1.184  -0.010  3.505  0.21

Entry 2:
C17H20N3PdS as an isolated structure. Source: OMol25; level of theory: wB97M-V/def2-TZVPD.

energy above the lowest of the compared OMol25 structures with the same formula, charge and spin = 0.000 eV
<S²> = 8.77
E_HOMO (alpha / beta) = -5.765 / -7.741 eV
Kohn-Sham gap (alpha / beta) = 6.3 / 6.1 eV
2S+1 = 6
DFT total energy = -1349.87635 Eh

Each line ends with the Mulliken charge.
Geometry (Å):
Pd  -0.008  -0.133  -0.238  0.22
C  -1.544  -2.808  0.685  -1.31
N  -1.350  -1.378  0.858  0.27
C  -2.033  -0.716  1.732  0.27
C  -1.833  0.676  1.884  0.03
C  -2.370  1.631  2.755  -1.03
C  -1.752  2.837  2.436  -0.44
C  -0.864  2.570  1.386  -0.76
N  -0.911  1.277  1.058  0.16
C  -2.051  -3.131  -0.698  0.80
C  -3.394  -3.412  -0.914  -0.39
C  -3.865  -3.660  -2.195  -0.59
C  -2.993  -3.623  -3.273  -0.39
C  -1.650  -3.346  -3.065  -0.69
C  -1.183  -3.108  -1.782  -0.36
H  -2.244  -3.177  1.441  0.45
H  -0.583  -3.305  0.853  0.35
H  -2.758  -1.238  2.356  0.34
H  -3.118  1.460  3.513  0.44
H  -1.925  3.798  2.891  0.42
H  -0.223  3.258  0.857  0.45
H  -4.079  -3.432  -0.074  0.33
H  -4.914  -3.876  -2.350  0.37
H  -3.359  -3.808  -4.275  0.38
H  -0.966  -3.303  -3.901  0.44
H  -0.129  -2.893  -1.629  0.42
C  4.069  -0.718  1.774  -1.55
C  3.185  -0.282  0.596  1.75
C  3.520  -1.081  -0.676  -1.56
C  3.319  1.230  0.335  -1.51
N  1.831  -0.530  0.914  -0.39
H  5.116  -0.523  1.539  0.37
H  3.951  -1.784  1.967  0.39
H  3.806  -0.165  2.675  0.39
H  4.563  -0.910  -0.947  0.39
H  2.889  -0.762  -1.507  0.35
H  3.378  -2.149  -0.513  0.39
H  4.358  1.470  0.106  0.41
H  3.012  1.804  1.209  0.39
H  2.700  1.522  -0.515  0.36
S  -0.552  0.347  -3.588  -0.23
C  -0.801  0.340  -2.036  -0.10

Entry 3:
An isolated molecule of C17H20N4O3S at a distorted geometry. Source: OMol25; level of theory: wB97M-V/def2-TZVPD.

energy above the lowest of the compared OMol25 structures with the same formula, charge and spin = 0.078 eV
SMILES = CCOCCn1c(SCc2ccccc2)nc2c1c(=O)[nH]c(=O)n2C
E_HOMO = -8.131 eV
Kohn-Sham gap = 8.7 eV
DFT total energy = -1502.80466 Eh

Each line ends with the Mulliken charge.
Geometry (Å):
C  0.801  -2.356  4.874  -0.83
C  1.763  -1.177  4.769  -0.31
O  1.340  -0.134  3.910  -0.39
C  1.298  -0.440  2.542  -0.28
C  -0.138  -0.732  2.059  -1.13
N  -0.157  -0.994  0.648  0.17
C  -0.422  -0.137  -0.363  0.14
S  -0.895  1.503  -0.085  -0.15
C  -1.229  1.991  -1.831  -0.67
C  -1.269  3.478  -1.941  0.31
C  -0.089  4.203  -2.053  -0.27
C  -0.120  5.583  -2.146  -0.55
C  -1.332  6.252  -2.124  -0.41
C  -2.512  5.538  -2.007  -0.57
C  -2.481  4.158  -1.912  -0.40
N  -0.292  -0.684  -1.564  -0.55
C  0.088  -1.956  -1.321  0.93
C  0.192  -2.188  0.044  0.32
C  0.579  -3.457  0.571  -0.09
O  0.718  -3.789  1.732  -0.68
N  0.809  -4.353  -0.472  -0.03
C  0.716  -4.174  -1.841  0.45
O  0.952  -5.075  -2.612  -0.66
N  0.341  -2.913  -2.254  -0.01
C  0.215  -2.613  -3.663  -1.07
H  0.767  -2.923  3.947  0.10
H  -0.198  -2.004  5.121  0.27
H  1.141  -3.020  5.665  0.42
H  2.753  -1.538  4.452  0.32
H  1.866  -0.688  5.741  0.32
H  1.939  -1.298  2.308  0.37
H  1.672  0.441  2.005  0.26
H  -0.529  -1.610  2.577  0.31
H  -0.772  0.133  2.268  0.41
H  -0.423  1.549  -2.413  0.43
H  -2.179  1.533  -2.105  0.40
H  0.857  3.681  -2.067  0.38
H  0.803  6.137  -2.235  0.38
H  -1.357  7.329  -2.197  0.38
H  -3.459  6.056  -1.987  0.37
H  -3.402  3.602  -1.818  0.36
H  1.088  -5.288  -0.195  0.24
H  0.937  -1.846  -3.944  0.31
H  0.408  -3.530  -4.215  0.41
H  -0.790  -2.247  -3.870  0.32

Entry 4:
C17H21AsIN3OS4TcTe as an isolated structure at a distorted geometry. Source: OMol25; level of theory: wB97M-V/def2-TZVPD.

net charge = +1
energy above the lowest of the compared OMol25 structures with the same formula, charge and spin = 1.144 eV
E_HOMO (alpha / beta) = -10.543 / -10.541 eV
Kohn-Sham gap (alpha / beta) = 4.9 / 4.9 eV
DFT total energy = -5374.75747 Eh

Each line ends with the Mulliken charge.
Geometry (Å):
Tc  -0.752  0.988  0.377  0.43
C  -1.013  -1.267  -3.618  -1.16
C  -1.718  -1.667  -2.316  -0.34
C  -0.828  -2.440  -1.370  0.89
C  -0.928  -3.824  -1.304  -0.82
C  -0.097  -4.564  -0.471  -1.12
C  0.840  -3.919  0.319  -0.43
C  0.965  -2.532  0.294  0.98
C  1.985  -1.869  1.195  -0.66
C  3.431  -2.138  0.764  -1.29
C  0.132  -1.818  -0.566  -0.60
N  0.289  -0.378  -0.633  1.38
C  1.375  0.100  -1.276  0.09
C  1.672  1.431  -1.159  -0.68
C  2.629  2.314  -1.718  -1.02
C  2.360  3.553  -1.183  -0.72
C  1.237  3.395  -0.326  -0.43
N  0.837  2.132  -0.299  0.44
H  -1.718  -0.794  -4.305  0.41
H  -0.585  -2.140  -4.115  0.33
H  -0.205  -0.552  -3.436  0.20
H  -2.585  -2.285  -2.550  0.55
H  -2.099  -0.768  -1.831  -0.20
H  -1.668  -4.324  -1.920  0.44
H  -0.182  -5.644  -0.441  0.41
H  1.478  -4.494  0.982  0.45
H  1.830  -2.241  2.211  0.50
H  1.826  -0.791  1.235  0.11
H  3.676  -3.198  0.857  0.36
H  4.134  -1.575  1.378  0.42
H  3.591  -1.857  -0.281  0.30
H  1.985  -0.590  -1.853  0.54
H  3.405  2.054  -2.424  0.51
H  2.882  4.478  -1.378  0.45
H  0.744  4.155  0.264  0.44
S  -5.293  1.375  -2.164  -0.26
As  -4.232  2.241  -0.669  0.13
S  -1.936  1.966  -1.198  -0.28
S  -2.447  -0.369  1.102  0.18
S  -4.249  0.399  1.093  -0.10
Te  -2.392  -2.456  1.947  0.14
N  -1.807  3.877  2.536  -0.23
C  -0.967  2.935  2.900  0.69
O  -0.723  1.974  2.137  -0.60
C  -0.328  2.939  4.252  -1.09
I  0.098  4.856  5.042  0.14
H  -2.265  3.824  1.637  0.15
H  -1.978  4.673  3.133  0.15
H  0.597  2.382  4.200  0.42
H  -1.004  2.454  4.951  0.41

Entry 5:
An isolated ion of composition C17H21BCl3O7 and charge -1 at a distorted geometry. Source: OMol25; level of theory: wB97M-V/def2-TZVPD.

net charge = -1
E_HOMO = -6.351 eV
Kohn-Sham gap = 9.3 eV
DFT total energy = -2592.78581 Eh

Each line ends with the Mulliken charge.
Geometry (Å):
Cl  3.090  -1.592  1.219  -0.39
B  1.978  -0.176  1.784  0.82
Cl  2.046  0.115  3.622  -0.39
Cl  2.624  1.450  0.983  -0.35
O  0.647  -0.494  1.383  -0.56
C  -0.266  0.496  1.108  -1.12
C  -1.603  0.231  1.817  0.09
C  -2.523  1.260  2.066  -0.01
C  -3.834  0.943  2.439  -0.73
C  -4.182  -0.397  2.644  -0.61
C  -3.204  -1.396  2.593  -0.66
C  -1.902  -1.075  2.205  -0.50
H  0.142  1.473  1.402  0.91
H  -2.211  2.301  1.942  0.49
H  -4.572  1.745  2.545  0.37
H  -5.218  -0.665  2.854  0.36
H  -3.426  -2.440  2.827  0.37
H  -1.108  -1.824  2.161  0.52
C  -0.864  5.183  -0.212  -1.29
C  -1.770  3.995  -0.368  -0.24
O  -0.920  2.827  -0.238  -0.09
C  -1.475  1.664  -0.675  -0.98
C  -0.532  0.527  -0.413  4.80
C  -1.136  -0.824  -0.791  -1.05
O  -2.327  -1.064  -0.749  -0.64
O  -0.216  -1.758  -1.084  -0.10
C  -0.737  -3.101  -1.168  -0.20
C  0.434  -3.971  -1.507  -1.23
C  0.612  0.856  -1.388  -0.56
O  0.579  1.834  -2.120  -0.70
O  1.612  -0.026  -1.399  0.10
C  2.649  0.389  -2.317  -0.29
C  3.661  -0.717  -2.402  -1.12
O  -2.576  1.591  -1.164  -0.61
H  -1.465  6.093  -0.182  0.44
H  -0.268  5.115  0.702  0.29
H  -0.187  5.242  -1.069  0.28
H  -2.531  3.954  0.425  0.30
H  -2.252  3.980  -1.354  0.32
H  -1.167  -3.370  -0.197  0.26
H  -1.514  -3.129  -1.937  0.31
H  0.131  -5.018  -1.480  0.43
H  0.790  -3.741  -2.515  0.28
H  1.249  -3.817  -0.793  0.26
H  2.191  0.588  -3.297  0.31
H  3.109  1.302  -1.916  0.28
H  4.546  -0.353  -2.936  0.40
H  3.955  -1.065  -1.404  0.17
H  3.242  -1.551  -2.979  0.28